[1]
# C4H8N2O3

A single C4H8N2O3 molecule at a distorted geometry (ωB97M-V/def2-TZVPD, the Open Molecules 2025 dataset).

Structure (ORCA input):
```
! wB97M-V def2-TZVPD RIJCOSX def2/J DEFGRID3
* xyz 0 1
O 2.65 -0.34 0.81
O -1.61 -0.31 1.31
O 0.90 -2.11 -0.32
N 1.68 0.05 -0.11
N -0.09 1.23 -0.68
C -0.50 -0.13 -0.88
C -1.75 -0.59 -0.07
C 1.04 1.30 0.14
C 0.73 -0.91 -0.45
H -2.51 -0.32 1.70
H 1.71 2.15 -0.06
H -0.68 -0.30 -1.93
H 0.74 1.30 1.21
H -2.59 -0.04 -0.49
H -1.93 -1.66 -0.29
H 3.04 -1.11 0.38
H -0.84 1.80 -0.27
*
```

## Properties
Structure (SMILES): O=C1[C@@H](CO)NCN1O
Max |F| in eV/Å: 3.2
Electronic energy in Eh: -492.3822
Orbital gap in eV: 9.564

***

[2]
# C4H8N2O4

2 unconnected molecules or ions with the total composition C4H8N2O4 at a distorted geometry (ωB97M-V/def2-TZVPD, the Open Molecules 2025 dataset).

Structure (ORCA input):
```
! wB97M-V def2-TZVPD RIJCOSX def2/J DEFGRID3
* xyz 0 1
O -1.34 -0.14 0.18
O -0.69 1.85 2.64
O 1.75 0.04 -2.44
O 1.90 2.60 0.89
N 1.24 1.11 -0.53
N 0.27 -1.00 -1.07
C -0.92 -1.06 -0.43
C 1.12 -0.01 -1.43
C -1.78 -2.33 -0.51
C 1.69 1.28 0.68
H -1.14 -3.28 -0.54
H -0.52 0.86 2.84
H -1.12 2.14 1.84
H -2.22 -2.33 -1.53
H -2.38 -2.46 0.33
H 0.45 -1.81 -1.65
H 1.38 1.95 -1.07
H 2.32 2.59 1.81
*
```

## Properties
Max |F| in eV/Å: 4.6
Electronic energy in Eh: -567.6348
Orbital gap in eV: 9.259

***

[3]
# C4H8N2OS

A single C4H8N2OS molecule at a distorted geometry (ωB97M-V/def2-TZVPD, the Open Molecules 2025 dataset).

Structure (ORCA input):
```
! wB97M-V def2-TZVPD RIJCOSX def2/J DEFGRID3
* xyz 0 1
S -0.34 1.62 -0.52
O -0.16 -0.87 0.29
N 3.04 0.22 -0.34
N 1.06 -1.07 -0.53
C 1.80 0.10 -0.07
C -1.12 -0.12 -0.52
C 1.02 1.27 0.63
C -2.59 -0.19 0.06
H -2.85 -1.34 0.12
H 0.66 0.97 1.61
H 1.28 -2.07 0.02
H 3.67 -0.63 -0.63
H -3.16 0.46 -0.63
H 1.86 2.01 0.89
H -2.78 0.18 1.10
H -1.36 -0.54 -1.47
*
```

## Properties
Structure (SMILES): [H]/N=C1/CS[C@H](C)ON1
Max |F| in eV/Å: 4.5
Electronic energy in Eh: -740.0081
Orbital gap in eV: 9.479

***

[4]
# C4H8N2OS

A single C4H8N2OS molecule at a distorted geometry (ωB97M-V/def2-TZVPD, the Open Molecules 2025 dataset).

Structure (ORCA input):
```
! wB97M-V def2-TZVPD RIJCOSX def2/J DEFGRID3
* xyz 0 1
S -4.27 -0.67 -0.11
O -2.02 0.61 -0.17
N 1.42 -0.34 -0.22
N 0.02 -0.44 -0.21
C -0.08 2.05 -0.01
C -0.63 0.65 -0.13
C -2.67 -0.53 0.08
C 1.99 -1.63 -0.03
H 1.71 0.35 0.48
H 0.21 2.31 1.00
H -0.88 2.77 -0.35
H 1.65 -2.20 0.89
H 0.75 2.22 -0.69
H -1.99 -1.29 0.41
H 1.70 -2.25 -0.91
H 3.10 -1.62 -0.05
*
```

## Properties
Structure (SMILES): CN/N=C(\C)OC=S
Max |F| in eV/Å: 2.1
Electronic energy in Eh: -740.0847
Orbital gap in eV: 8.967

***

[5]
# C4H8N2OS

A single C4H8N2OS molecule at a distorted geometry (ωB97M-V/def2-TZVPD, the Open Molecules 2025 dataset).

Structure (ORCA input):
```
! wB97M-V def2-TZVPD RIJCOSX def2/J DEFGRID3
* xyz 0 1
S -1.85 0.74 1.48
O -0.16 0.20 -3.57
N 0.87 -1.20 2.13
N -0.26 0.60 -2.26
C 0.77 -1.19 0.72
C 0.20 -0.30 -1.50
C 0.26 -0.19 0.01
C -0.25 1.08 0.60
H -0.42 0.92 -4.17
H 0.60 -1.21 -1.95
H 0.42 1.46 1.38
H -2.01 2.01 1.89
H 1.09 -2.09 0.21
H 1.03 -2.08 2.59
H -0.42 1.87 -0.13
H 0.14 -0.62 2.58
*
```

## Properties
Structure (SMILES): N/C=C(/C=N/O)CS
Max |F| in eV/Å: 2.6
Electronic energy in Eh: -740.0805
Orbital gap in eV: 8.943

***

[6]
# C4H8N2OS

A single C4H8N2OS molecule at a distorted geometry (ωB97M-V/def2-TZVPD, the Open Molecules 2025 dataset).

Structure (ORCA input):
```
! wB97M-V def2-TZVPD RIJCOSX def2/J DEFGRID3
* xyz 0 1
S 0.43 -1.06 0.74
O -2.38 -1.27 -0.52
N 1.93 1.14 0.03
N 2.84 -0.95 -0.29
C 1.83 -0.10 0.11
C -1.26 0.97 -0.34
C -0.84 0.17 0.88
C -2.15 -0.10 0.19
H 1.09 1.60 0.42
H -0.90 0.63 1.84
H 2.65 -1.87 -0.70
H -0.71 0.75 -1.27
H -1.53 2.00 -0.22
H -1.51 -1.63 -0.85
H -3.10 0.20 0.72
H 3.61 -0.46 -0.74
*
```

## Properties
Structure (SMILES): [H]/N=C(/N)S[C@H]1C[C@H]1O
Max |F| in eV/Å: 1.8
Electronic energy in Eh: -740.1168
Orbital gap in eV: 10.065

***

[7]
# C4H8N2OS

A single C4H8N2OS molecule at a distorted geometry (ωB97M-V/def2-TZVPD, the Open Molecules 2025 dataset).

Structure (ORCA input):
```
! wB97M-V def2-TZVPD RIJCOSX def2/J DEFGRID3
* xyz 0 1
S -1.41 -2.31 -2.09
O 0.72 -1.37 -0.94
N -1.02 0.12 -1.18
N -0.23 1.16 -0.69
C -0.19 1.21 0.76
C 0.34 -0.15 1.23
C -0.51 -1.12 -1.36
C 1.32 -0.74 0.23
H -1.18 1.46 1.26
H 2.00 -0.01 -0.14
H -0.51 2.02 -1.10
H -0.49 -0.87 1.38
H 0.52 2.00 1.07
H 0.81 -0.07 2.20
H 1.89 -1.54 0.69
H -2.05 0.22 -1.32
*
```

## Properties
Structure (SMILES): S=C1NNCCCO1
Max |F| in eV/Å: 1.5
Electronic energy in Eh: -740.1063
Orbital gap in eV: 8.765

***

[8]
# C4H8N2P

A gas-phase ion, C4H8N2P (charge +1) at a distorted geometry (ωB97M-V/def2-TZVPD, the Open Molecules 2025 dataset).

Structure (ORCA input):
```
! wB97M-V def2-TZVPD RIJCOSX def2/J DEFGRID3
* xyz 1 3
P -2.18 0.07 -0.09
N 0.14 1.03 0.10
N -0.18 -1.38 -0.09
C -1.46 -1.74 0.18
C 2.15 -0.39 -0.12
C 0.62 -0.22 -0.16
C -1.12 1.60 0.08
H 0.87 1.63 0.20
H 2.40 0.23 0.77
H 0.38 -2.16 -0.12
H 2.72 0.04 -0.91
H -3.27 0.40 0.51
H 2.46 -1.36 0.22
H -2.31 -0.07 -1.40
H -1.22 2.32 0.82
*
```

## Properties
Max |F| in eV/Å: 4.8
Electronic energy in Eh: -607.5791
Orbital gap (spin up / spin down) in eV: 7.552 / 7.595

***

[9]
# C4H8N2S

A single C4H8N2S molecule at a distorted geometry (ωB97M-V/def2-TZVPD, the Open Molecules 2025 dataset).

Structure (ORCA input):
```
! wB97M-V def2-TZVPD RIJCOSX def2/J DEFGRID3
* xyz 0 1
S -0.15 -0.89 -1.13
N 0.80 1.46 1.12
N 1.92 1.03 0.48
C -0.79 0.65 -1.83
C -0.48 -0.63 0.59
C -0.97 -1.63 1.33
C -0.24 0.73 1.21
H -1.01 1.13 1.84
H -0.32 1.48 -1.49
H -1.11 -1.47 2.41
H 2.51 1.85 0.21
H -0.58 0.62 -2.88
H -1.87 0.77 -1.72
H 1.76 0.36 -0.24
H -1.21 -2.60 0.93
*
```

## Properties
Structure (SMILES): C=C(/C=N\N)SC
Max |F| in eV/Å: 3.3
Electronic energy in Eh: -664.8391
Orbital gap in eV: 9.362

***

[10]
# C4H8N2S

A single C4H8N2S molecule at a distorted geometry (ωB97M-V/def2-TZVPD, the Open Molecules 2025 dataset).

Structure (ORCA input):
```
! wB97M-V def2-TZVPD RIJCOSX def2/J DEFGRID3
* xyz 0 1
S -0.91 -1.84 -0.32
N 0.65 -1.47 0.48
N 2.57 -0.47 0.14
C 1.36 -0.46 -0.19
C -1.35 0.57 0.96
C -1.13 0.04 -0.54
C 0.28 0.41 -0.93
H 0.32 1.49 -0.55
H -1.83 0.36 -1.40
H -2.36 0.52 1.10
H 1.12 -2.16 1.00
H 2.85 0.49 -0.19
H 0.24 0.69 -2.13
H -0.59 0.15 1.71
H -1.21 1.67 0.86
*
```

## Properties
Structure (SMILES): [H]/N=C1\C[C@H](C)SN1
Max |F| in eV/Å: 4.2
Electronic energy in Eh: -664.8233
Orbital gap in eV: 8.991